1.
The following is a DFT calculation (the ωB97M-V functional and the def2-TZVPD basis) of a structure of composition C15H26IO2P2PtSe at a distorted geometry.

net charge = +3
multiplicity = 5
HOMO-LUMO gap (alpha / beta) = 7.32 / 3.99 eV
LUMO (alpha / beta) = -9.40 / -13.70 eV
electronic energy = -115313.5653 eV
<S²> = 6.02

Each line ends with the Löwdin charge.
Atoms and positions in Å:
C: -0.05 -0.10 -7.93  -0.037
C: -0.04 0.62 -6.61  -0.671
H: -0.05 0.63 -8.74  0.125
H: -0.94 -0.74 -7.98  0.108
H: 0.83 -0.75 -7.98  0.109
O: -0.03 1.79 -6.40  0.174
I: -0.06 -0.83 -4.90  1.218
Pt: -0.05 -0.08 -0.05  0.711
P: 2.26 -0.22 -0.13  0.607
C: 3.23 1.08 0.72  -0.212
C: 2.92 -1.78 0.57  -0.263
H: 4.01 -1.84 0.44  0.083
H: 4.03 -0.37 -1.83  0.075
H: 2.43 -2.62 0.07  0.055
H: 2.45 -1.01 -2.40  0.019
H: 2.96 1.09 1.78  0.046
H: 2.68 -1.82 1.64  0.005
C: 2.94 -0.21 -1.83  -0.252
H: 4.30 0.90 0.62  0.080
H: 2.71 0.74 -2.31  0.054
H: 2.97 2.05 0.30  0.065
P: -2.37 -0.18 -0.13  0.606
C: -3.31 1.14 0.72  -0.212
C: -3.05 -0.16 -1.83  -0.252
H: -2.58 -2.57 0.08  0.055
H: -4.14 -1.76 0.45  0.082
H: -2.81 -1.77 1.65  0.014
C: -3.06 -1.72 0.58  -0.267
H: -2.57 -0.97 -2.39  0.019
H: -4.13 -0.30 -1.82  0.075
H: -4.38 0.99 0.62  0.080
H: -3.03 2.11 0.30  0.066
H: -2.80 0.79 -2.30  0.054
H: -3.04 1.15 1.78  0.040
C: -0.04 1.45 0.94  -0.435
O: -0.03 2.43 1.58  0.170
Se: -0.06 -1.80 1.86  1.065
C: 0.07 -0.57 3.34  -0.570
C: -1.08 0.04 3.84  -0.118
C: -0.99 0.91 4.94  -0.017
C: 0.24 1.15 5.54  -0.003
C: 1.40 0.53 5.05  -0.017
C: 1.31 -0.33 3.95  -0.106
H: -2.04 -0.15 3.39  0.089
H: -1.89 1.38 5.32  0.129
H: 0.31 1.81 6.39  0.132
H: 2.35 0.71 5.52  0.129
H: 2.21 -0.81 3.59  0.096

***

2.
The following is a DFT calculation (the ωB97M-V functional and the def2-TZVPD basis) of a cluster of 4 separate species, C32H50BFO13 in total at a distorted geometry.

SMILES = O=C1c2cccc(B(O)O)c2C(=O)c2cccc(F)c21.COCCOCCOC.COCCOCCOC.COCCOCCOC
multiplicity = 1
HOMO-LUMO gap = 7.44 eV
LUMO = -1.47 eV
electronic energy = -63995.5436 eV

Each line ends with the Löwdin charge.
Atoms and positions in Å:
O: 2.58 4.95 -0.04  0.065
C: 3.43 4.15 -0.49  -0.256
C: 3.44 2.57 -0.15  -0.024
C: 2.97 1.98 1.20  0.009
C: 3.02 0.45 1.46  -0.025
C: 3.57 -0.57 0.39  0.018
C: 4.05 0.04 -0.95  -0.004
B: 4.66 -0.98 -2.07  -0.491
O: 4.07 -2.22 -2.46  0.106
O: 5.90 -0.55 -2.71  0.069
C: 3.98 1.57 -1.25  0.006
C: 4.41 2.25 -2.62  -0.272
O: 4.17 1.78 -3.77  0.047
C: 5.17 3.64 -2.52  -0.032
C: 6.35 3.95 -3.46  0.005
C: 7.07 5.34 -3.34  -0.039
C: 6.52 6.34 -2.30  0.009
C: 5.32 6.02 -1.34  -0.092
F: 4.89 6.99 -0.41  0.002
C: 4.64 4.64 -1.42  0.032
H: 2.57 2.65 2.05  0.112
H: 2.65 0.03 2.45  0.091
H: 3.61 -1.69 0.60  0.109
H: 4.43 -2.38 -3.37  0.120
H: 6.39 0.04 -2.08  0.106
H: 6.72 3.19 -4.22  0.108
H: 7.96 5.55 -4.03  0.102
H: 7.04 7.35 -2.21  0.102
C: -4.13 4.28 -4.32  -0.113
O: -2.72 4.26 -4.38  -0.206
C: -2.18 5.57 -4.54  -0.198
C: -0.71 5.59 -4.12  -0.174
O: -0.54 5.67 -2.70  -0.131
C: -0.83 4.47 -1.97  -0.167
C: 0.25 3.40 -2.14  -0.191
O: 0.07 2.71 -3.37  -0.196
C: 1.27 2.10 -3.81  -0.103
H: -4.56 4.69 -5.25  0.086
H: -4.48 3.25 -4.20  0.088
H: -4.47 4.86 -3.46  0.086
H: -2.74 6.29 -3.94  0.126
H: -2.25 5.84 -5.60  0.124
H: -0.26 6.51 -4.51  0.126
H: -0.15 4.75 -4.53  0.120
H: -1.82 4.09 -2.21  0.119
H: -0.84 4.77 -0.92  0.126
H: 0.16 2.67 -1.33  0.129
H: 1.24 3.88 -2.10  0.107
H: 2.04 2.86 -3.99  0.078
H: 1.07 1.59 -4.75  0.096
H: 1.62 1.37 -3.08  0.082
C: -2.58 -5.43 0.54  -0.101
O: -1.17 -5.46 0.49  -0.205
C: -0.62 -4.15 0.33  -0.192
C: 0.84 -4.14 0.76  -0.171
O: 1.00 -4.05 2.18  -0.141
C: 0.71 -5.25 2.91  -0.176
C: 1.78 -6.32 2.75  -0.197
O: 1.61 -7.02 1.52  -0.206
C: 2.81 -7.63 1.08  -0.111
H: -3.00 -5.03 -0.38  0.089
H: -2.94 -6.46 0.67  0.088
H: -2.92 -4.84 1.40  0.076
H: -1.18 -3.43 0.92  0.127
H: -0.69 -3.89 -0.73  0.127
H: 1.30 -3.22 0.37  0.116
H: 1.40 -4.98 0.35  0.120
H: -0.28 -5.63 2.67  0.120
H: 0.69 -4.95 3.96  0.124
H: 1.69 -7.06 3.56  0.125
H: 2.77 -5.86 2.79  0.125
H: 3.58 -6.88 0.90  0.086
H: 2.60 -8.15 0.14  0.089
H: 3.15 -8.37 1.82  0.086
C: -7.05 -2.92 5.90  -0.111
O: -5.93 -2.28 5.33  -0.206
C: -4.88 -3.19 5.02  -0.196
C: -3.93 -2.58 3.99  -0.172
O: -4.42 -2.66 2.65  -0.147
C: -5.49 -1.75 2.33  -0.172
C: -5.02 -0.31 2.19  -0.195
O: -4.87 0.30 3.47  -0.207
C: -3.98 1.40 3.44  -0.110
H: -6.78 -3.42 6.83  0.087
H: -7.81 -2.17 6.11  0.088
H: -7.47 -3.64 5.19  0.087
H: -5.30 -4.12 4.62  0.127
H: -4.34 -3.41 5.94  0.126
H: -3.01 -3.18 3.99  0.122
H: -3.65 -1.56 4.26  0.120
H: -6.31 -1.84 3.04  0.120
H: -5.86 -2.09 1.36  0.126
H: -5.77 0.27 1.63  0.126
H: -4.07 -0.29 1.64  0.126
H: -2.98 1.08 3.13  0.087
H: -3.92 1.82 4.44  0.088
H: -4.35 2.17 2.75  0.087

***

3.
The following is a DFT calculation (the ωB97M-V functional and the def2-TZVPD basis) of a structure of composition C46H40F15GeNaO2SSe at a distorted geometry.

net charge = -2
multiplicity = 1
HOMO-LUMO gap = 5.50 eV
LUMO = 3.68 eV
electronic energy = -230325.0559 eV

Each line ends with the Löwdin charge.
Atoms and positions in Å:
Na: -0.94 3.08 1.16  0.126
C: 4.47 -1.10 -0.11  -0.035
C: 4.53 -0.32 1.22  -0.544
C: 4.24 -1.30 2.36  -0.071
C: 5.95 0.23 1.41  -0.062
C: 3.51 0.82 1.21  -0.201
C: 2.49 0.96 2.15  -0.100
C: 1.59 2.01 2.08  -0.403
Se: 0.27 2.21 3.48  1.119
C: -1.10 0.89 3.10  -0.405
C: -0.89 -0.43 3.47  -0.087
C: -1.89 -1.38 3.29  -0.194
C: -3.09 -0.93 2.73  -0.015
C: -3.36 0.38 2.36  -0.084
C: -2.34 1.38 2.55  -0.434
O: -2.47 2.63 2.27  -0.204
C: -4.77 0.66 1.77  -0.524
C: -5.02 2.10 1.28  -0.069
C: -5.00 -0.25 0.54  -0.063
C: -5.84 0.35 2.83  -0.065
C: -1.75 -2.85 3.72  -0.561
C: -0.39 -3.12 4.36  -0.075
C: -1.92 -3.78 2.51  -0.051
C: -2.83 -3.20 4.76  -0.064
C: 1.64 3.04 1.07  -0.406
O: 0.77 3.99 1.07  -0.195
C: 2.72 2.91 0.12  -0.075
C: 3.59 1.82 0.23  -0.015
C: 3.03 3.92 -1.02  -0.526
C: 1.97 5.00 -1.25  -0.065
C: 4.36 4.63 -0.71  -0.062
C: 3.18 3.17 -2.35  -0.058
H: 5.16 -1.95 -0.09  0.087
H: 4.74 -0.46 -0.96  0.081
H: 3.46 -1.48 -0.29  0.058
H: 4.98 -2.12 2.34  0.082
H: 3.24 -1.75 2.26  0.062
H: 4.31 -0.81 3.34  0.086
H: 6.68 -0.59 1.46  0.075
H: 6.01 0.80 2.34  0.085
H: 6.23 0.89 0.59  0.071
H: 2.37 0.24 2.95  0.087
H: 0.07 -0.70 3.89  0.082
H: -3.88 -1.67 2.57  0.095
H: -4.30 2.38 0.51  0.071
H: -4.92 2.82 2.09  0.078
H: -6.03 2.15 0.86  0.074
H: -4.27 0.00 -0.23  0.059
H: -6.01 -0.09 0.13  0.080
H: -4.90 -1.31 0.78  0.069
H: -5.68 0.99 3.71  0.085
H: -5.79 -0.69 3.16  0.069
H: -6.85 0.54 2.44  0.073
H: 0.42 -2.93 3.65  0.076
H: -0.33 -4.16 4.68  0.076
H: -0.23 -2.48 5.24  0.086
H: -1.18 -3.54 1.74  0.079
H: -2.91 -3.66 2.05  0.076
H: -1.80 -4.83 2.80  0.077
H: -2.77 -2.51 5.61  0.085
H: -2.70 -4.23 5.14  0.074
H: -3.84 -3.12 4.34  0.071
H: 4.39 1.75 -0.50  0.094
H: 1.81 5.61 -0.36  0.075
H: 1.00 4.56 -1.52  0.086
H: 2.30 5.65 -2.08  0.074
H: 4.26 5.21 0.21  0.087
H: 4.63 5.32 -1.53  0.075
H: 5.18 3.91 -0.57  0.071
H: 2.29 2.55 -2.52  0.078
H: 4.06 2.51 -2.37  0.075
H: 3.28 3.88 -3.19  0.083
F: -2.21 -0.05 -5.18  0.087
C: -2.85 -0.78 -4.25  -0.211
C: -2.27 -1.06 -3.03  -0.119
C: -3.02 -1.87 -2.18  -0.247
F: -2.56 -2.23 -0.98  0.092
C: -4.26 -2.36 -2.51  -0.155
F: -4.95 -3.14 -1.68  0.114
C: -4.81 -2.04 -3.74  -0.150
F: -6.01 -2.50 -4.08  0.114
C: -4.10 -1.25 -4.61  -0.150
F: -4.62 -0.96 -5.81  0.103
Ge: -0.69 -0.09 -2.20  0.582
S: -1.51 1.27 -0.86  0.342
C: 0.39 -1.68 -1.65  -0.115
C: 1.02 -1.76 -0.42  -0.234
F: 1.04 -0.74 0.41  0.124
C: 1.69 -2.90 -0.02  -0.171
F: 2.31 -2.97 1.15  0.095
C: 1.72 -4.00 -0.84  -0.141
F: 2.35 -5.11 -0.46  0.121
C: 1.11 -3.95 -2.08  -0.147
F: 1.17 -5.02 -2.89  0.106
C: 0.47 -2.80 -2.46  -0.235
F: -0.04 -2.79 -3.70  0.089
C: 0.37 0.68 -3.73  -0.109
C: -0.15 1.79 -4.38  -0.257
F: -1.35 2.27 -4.08  0.084
C: 0.52 2.46 -5.38  -0.151
F: -0.02 3.51 -6.00  0.117
C: 1.78 2.04 -5.75  -0.159
F: 2.44 2.67 -6.71  0.123
C: 2.35 0.97 -5.11  -0.163
F: 3.57 0.57 -5.47  0.111
C: 1.65 0.31 -4.12  -0.228
F: 2.30 -0.72 -3.56  0.100

***

4.
The following is a DFT calculation (the ωB97M-V functional and the def2-TZVPD basis) of a structure of composition C32H41BN7O6PtS.

net charge = +1
multiplicity = 1
HOMO-LUMO gap = 5.86 eV
LUMO = -4.59 eV
electronic energy = -71317.8769 eV

Each line ends with the Löwdin charge.
Atoms and positions in Å:
Pt: -0.31 1.13 0.07  1.170
C: -2.68 2.62 -4.32  -0.052
C: -2.46 1.32 -3.55  -0.373
C: -3.01 0.12 -4.32  -0.061
C: -3.09 1.42 -2.19  -0.267
C: -4.46 1.50 -1.89  0.000
C: -4.52 1.70 -0.54  -0.062
N: -3.26 1.70 -0.05  -0.039
N: -2.38 1.54 -1.07  0.053
B: -2.79 2.21 1.31  -0.505
N: -2.13 1.13 2.24  -0.016
C: -2.54 0.85 3.49  -0.057
C: -1.47 0.35 4.20  -0.001
C: -0.39 0.36 3.31  -0.241
N: -0.80 0.83 2.13  -0.005
C: 1.02 0.04 3.72  -0.352
C: 2.07 0.69 2.82  -0.074
C: 1.25 -1.46 3.92  -0.052
N: -1.70 3.29 1.13  -0.004
C: -1.72 4.58 1.48  -0.032
C: -0.49 5.13 1.20  0.006
C: 0.28 4.09 0.66  -0.223
N: -0.48 3.00 0.63  -0.076
C: 1.71 4.24 0.21  -0.352
C: 2.39 2.95 -0.25  -0.085
C: 1.79 5.30 -0.90  -0.052
H: -2.15 2.59 -5.28  0.081
H: -2.30 3.48 -3.76  0.082
H: -3.74 2.78 -4.52  0.081
H: -1.38 1.19 -3.41  0.094
H: -4.07 0.25 -4.53  0.080
H: -2.87 -0.81 -3.77  0.069
H: -2.49 0.02 -5.28  0.085
H: -5.29 1.45 -2.58  0.108
H: -5.36 1.84 0.12  0.122
H: -3.72 2.68 1.90  0.123
H: -3.55 1.08 3.79  0.128
H: -1.45 0.06 5.24  0.113
H: 1.12 0.50 4.71  0.141
H: 1.98 0.32 1.80  0.029
H: 3.07 0.47 3.19  0.087
H: 1.93 1.77 2.79  0.079
H: 1.04 -2.01 3.01  0.054
H: 0.59 -1.84 4.71  0.079
H: 2.28 -1.65 4.23  0.083
H: -2.61 5.01 1.90  0.133
H: -0.17 6.15 1.36  0.114
H: 2.26 4.61 1.08  0.145
H: 1.92 2.56 -1.15  0.052
H: 2.36 2.19 0.53  0.038
H: 3.43 3.16 -0.48  0.089
H: 1.24 4.97 -1.78  0.093
H: 2.83 5.46 -1.19  0.083
H: 1.38 6.25 -0.58  0.076
O: -0.14 -1.07 -3.38  -0.222
S: 0.39 -0.49 -2.19  0.447
O: 0.70 0.94 -2.18  -0.340
O: 1.82 -1.26 -2.12  -0.170
O: -0.33 -0.79 -0.93  -0.405
C: -1.31 -4.61 2.81  -0.040
O: -0.20 -4.77 1.92  -0.074
C: -0.37 -4.37 0.64  -0.228
C: -1.53 -3.89 0.08  0.020
C: -1.54 -3.51 -1.26  -0.036
C: -0.40 -3.62 -2.05  -0.074
C: 0.77 -4.10 -1.49  0.000
C: 0.78 -4.46 -0.15  -0.167
N: 1.95 -5.00 0.46  0.176
C: 3.16 -4.58 0.33  0.057
C: 3.52 -3.32 -0.27  -0.113
C: 4.71 -3.12 -0.87  0.054
C: 5.03 -1.89 -1.57  -0.026
C: 4.12 -0.93 -1.72  0.048
C: 2.77 -1.00 -1.08  -0.233
C: 2.60 -2.16 -0.10  -0.270
O: 1.74 -2.15 0.74  0.141
H: -0.98 -4.95 3.78  0.099
H: -2.17 -5.20 2.48  0.101
H: -1.59 -3.55 2.87  0.099
H: -2.43 -3.78 0.67  0.117
H: -2.45 -3.12 -1.69  0.125
H: -0.43 -3.31 -3.08  0.109
H: 1.66 -4.20 -2.09  0.137
H: 1.78 -5.80 1.06  0.185
H: 3.94 -5.22 0.74  0.162
H: 5.44 -3.92 -0.90  0.135
H: 6.00 -1.81 -2.03  0.119
H: 4.32 -0.06 -2.34  0.138
H: 2.55 -0.06 -0.57  0.140